Record 1
A structure of composition C36H25Br2F5IrN2O4 in a non-equilibrium geometry, computed with wB97M-V/def2-TZVPD.

Results
Molar mass in g/mol: 996.6
Net charge: +2
HOMO-LUMO gap (alpha / beta) in eV: 6.827 / 4.486
2S+1: 6
ΔE to the lowest compared entry with this formula, charge and spin in eV: 1.1319
Expectation value of S²: 8.825
Lowest unoccupied orbital energy (alpha / beta) in Eh: -0.217 / -0.309

XYZ file:
```
75
C36H25Br2F5IrN2O4 | OMol25 | wB97M-V/def2-TZVPD
Ir -0.1020 0.0564 -0.0002
C 1.5305 -2.5264 3.1771
C 0.9149 -1.2159 2.8113
C -0.4312 -1.1669 2.4298
C -1.0864 0.0602 2.2422
C -0.3623 1.2553 2.3637
C 0.9937 1.2044 2.6820
C 1.6174 -0.0115 2.9179
H 1.1875 -2.8183 4.1695
H 2.6148 -2.4849 3.2134
H 1.2250 -3.3146 2.4932
H -1.0075 -2.0813 2.4139
H -2.1628 0.0840 2.1272
H -0.8695 2.2044 2.2898
H 1.5504 2.1211 2.7922
H 2.6490 -0.0183 3.2388
Br -0.8969 -0.6939 -5.1442
C 0.5798 -1.3013 -4.1705
C 1.5603 -2.0702 -4.7685
C 2.6602 -2.4944 -4.0449
Br 3.9544 -3.5509 -4.9118
C 2.7947 -2.1587 -2.6639
C 3.8924 -2.5289 -1.8710
C 3.9099 -2.1737 -0.5440
C 2.8296 -1.4711 -0.0087
N 1.7862 -1.0992 -0.7283
C 1.7651 -1.4073 -2.0428
C 0.6273 -0.9256 -2.7983
O -0.2796 -0.2426 -2.2584
H 1.4561 -2.3384 -5.8093
H 4.7085 -3.0893 -2.2994
H 4.7374 -2.4445 0.0912
H 2.8306 -1.1992 1.0350
F -0.6022 6.8779 -3.0116
C -0.4512 5.7344 -2.3722
C -0.9802 5.5764 -1.0816
F -1.6393 6.5768 -0.5131
C -0.8208 4.3726 -0.4248
F -1.3440 4.1958 0.7938
C -0.1024 3.2630 -0.9861
O 0.1147 2.2234 -0.2981
C 0.3713 3.4632 -2.3210
F 1.0041 2.4417 -2.9099
C 0.2162 4.6643 -2.9887
F 0.6881 4.8178 -4.2185
C -5.9765 -2.8167 -0.4771
O -5.1721 -1.6784 -0.7371
C -5.1029 -0.6814 0.1566
C -5.6095 -0.7550 1.4577
C -5.5576 0.3339 2.3023
C -4.9817 1.5295 1.8770
C -4.4796 1.6255 0.5976
C -4.5297 0.5428 -0.2838
N -4.1890 0.7671 -1.6193
C -3.7851 -0.0718 -2.5489
C -3.1954 -1.3366 -2.3442
C -3.2780 -2.3335 -3.3308
C -2.7679 -3.5919 -3.1171
C -2.0763 -3.8791 -1.9289
C -1.8717 -2.9029 -0.9957
C -2.4169 -1.5962 -1.1507
O -2.1786 -0.6792 -0.3043
H -5.9301 -3.4113 -1.3882
H -7.0143 -2.5344 -0.2788
H -5.5865 -3.4055 0.3581
H -6.0533 -1.6752 1.8037
H -5.9811 0.2602 3.2917
H -4.9532 2.3803 2.5380
H -4.0392 2.5520 0.2648
H -4.3804 1.7207 -1.9202
H -3.8825 0.2674 -3.5744
H -3.7995 -2.1063 -4.2479
H -2.9045 -4.3682 -3.8531
H -1.6908 -4.8734 -1.7635
H -1.2952 -3.0851 -0.0998
```

Record 2
A cluster of 8 separate species, C31H65NO9S in total, computed with wB97M-V/def2-TZVPD.

Results
Molar mass in g/mol: 627.9
HOMO-LUMO gap in eV: 8.653
2S+1: 1
Lowest unoccupied orbital energy in Eh: 0.021
SMILES: CCCCCCC(=O)O[C@@H](Cc1ccc(C)cc1)N=C=S.CCO.CCO.CCO.CCO.CCO.CCO.CCO

XYZ file:
```
107
C31H65NO9S | OMol25 | wB97M-V/def2-TZVPD
C 2.8307 2.2914 -0.0480
C 4.0879 1.4271 -0.0867
C 3.9934 0.2261 0.8501
C 4.8399 -0.9644 0.3985
C 4.3426 -1.6666 -0.8588
C 3.1771 -2.6135 -0.6171
C 1.8385 -1.9442 -0.6635
O 1.6088 -0.8939 -1.1789
O 0.8235 -2.6906 -0.1167
C 0.7418 -2.6830 1.2985
C -0.0834 -1.5608 1.8844
C -1.5254 -1.4328 1.4491
C -1.9687 -1.6757 0.1496
C -3.2959 -1.4821 -0.1944
C -4.2306 -1.0361 0.7434
C -5.6421 -0.7532 0.3139
C -3.8002 -0.8205 2.0521
C -2.4600 -1.0098 2.3928
N 0.1733 -3.9810 1.6880
C 0.7558 -4.7213 2.4342
S 1.4989 -5.7172 3.3805
H 2.8876 3.0862 -0.7900
H 1.9315 1.7036 -0.2215
H 2.7296 2.7777 0.9227
H 4.9346 2.0524 0.1869
H 4.2336 1.0925 -1.1149
H 4.3518 0.5262 1.8352
H 2.9515 -0.0812 0.9635
H 4.9347 -1.6783 1.2189
H 5.8489 -0.5955 0.1997
H 5.1686 -2.2510 -1.2631
H 4.0790 -0.9307 -1.6147
H 3.2904 -3.0604 0.3726
H 3.1720 -3.4468 -1.3176
H 1.7535 -2.6082 1.7079
H -0.0865 -1.7357 2.9610
H 0.4436 -0.6166 1.7329
H -1.2802 -1.9957 -0.6140
H -3.5772 -1.6554 -1.2234
H -5.5746 -0.0002 -0.4642
H -6.1500 -1.6216 -0.0981
H -6.2182 -0.3232 1.1301
H -4.4955 -0.4755 2.8065
H -2.1482 -0.8263 3.4121
C -3.1971 -3.8370 5.6921
C -1.8373 -3.2281 5.9783
O -1.8055 -1.8335 5.6909
H -3.4707 -3.6716 4.6496
H -3.1967 -4.9097 5.8906
H -3.9652 -3.3739 6.3166
H -1.0759 -3.6796 5.3428
H -1.5518 -3.4004 7.0219
H -2.4618 -1.3944 6.2402
C -4.7354 3.9041 -2.6820
C -5.2264 2.5236 -2.2877
O -4.2771 1.8280 -1.4870
H -3.7906 3.8284 -3.2199
H -5.4642 4.4126 -3.3152
H -4.5615 4.5190 -1.7964
H -5.3822 1.9042 -3.1698
H -6.1796 2.5992 -1.7516
H -4.1216 2.3492 -0.6914
C 9.1346 2.7254 -0.9157
C 7.7257 2.7012 -1.4778
O 6.7714 3.2557 -0.5774
H 9.1744 2.1817 0.0284
H 9.8422 2.2721 -1.6109
H 9.4560 3.7515 -0.7231
H 7.4011 1.6763 -1.6547
H 7.6892 3.2370 -2.4326
H 7.0150 4.1708 -0.4070
C -0.0019 1.2815 -2.7201
C -0.1665 1.7219 -1.2806
O -1.4508 2.2789 -1.0098
H -0.1537 2.1250 -3.3959
H 0.9992 0.8822 -2.8800
H -0.7363 0.5138 -2.9818
H 0.5593 2.4984 -1.0403
H 0.0084 0.8715 -0.6129
H -2.1145 1.6073 -1.2103
C 5.0417 1.7212 -4.3824
C 4.0445 2.7523 -3.8866
O 3.2286 2.2525 -2.8338
H 4.5212 0.8263 -4.7242
H 5.6387 2.1156 -5.2060
H 5.7214 1.4251 -3.5796
H 3.3581 3.0354 -4.6832
H 4.5681 3.6560 -3.5551
H 3.8024 2.0041 -2.1019
C -7.1667 2.0980 5.1086
C -6.5653 1.3084 3.9615
O -5.9789 0.0829 4.3942
H -6.4069 2.3109 5.8607
H -7.5854 3.0417 4.7573
H -7.9651 1.5301 5.5921
H -5.7592 1.8688 3.4896
H -7.3266 1.1057 3.2003
H -6.6668 -0.4515 4.8025
C -1.1363 -2.9562 -4.9692
C -1.3488 -2.5537 -3.5221
O -2.7180 -2.2811 -3.2298
H -1.4954 -2.1723 -5.6364
H -0.0799 -3.1341 -5.1747
H -1.6877 -3.8707 -5.2013
H -0.8107 -1.6337 -3.2963
H -0.9769 -3.3353 -2.8502
H -3.2253 -3.0804 -3.4016
```

Record 3
An isolated molecule of C4H7NO in a non-equilibrium geometry, computed with wB97M-V/def2-TZVPD.

Results
Molar mass in g/mol: 85.1
HOMO-LUMO gap in eV: 9.318
2S+1: 1
ΔE to the lowest compared entry with this formula, charge and spin in eV: 5.0295
Lowest unoccupied orbital energy in Eh: 0.037
SMILES: Cc1cn(C)o1

XYZ file:
```
13
C4H7NO | OMol25 | wB97M-V/def2-TZVPD
C -0.1200 0.6834 0.1265
C 0.8987 -0.1313 -0.1290
C 2.3198 -0.4073 0.0103
C -2.3304 -0.3270 0.1112
N -1.0831 -0.0781 -0.5504
O -0.1397 -1.1505 -0.7528
H 0.0734 1.6914 0.3195
H 2.7340 -0.0049 0.9368
H 2.5340 -1.5475 -0.0119
H 2.7544 0.0722 -0.8614
H -2.6304 0.6351 0.4562
H -3.0908 -0.8027 -0.6530
H -2.1598 -0.8509 1.0279
```

Record 4
An isolated molecule of C24H26N2O3 in a non-equilibrium geometry, computed with wB97M-V/def2-TZVPD.

Results
Molar mass in g/mol: 390.5
HOMO-LUMO gap in eV: 8.882
2S+1: 1
ΔE to the lowest compared entry with this formula, charge and spin in eV: 1.2940
Lowest unoccupied orbital energy in Eh: 0.024
SMILES: COc1ccc(-c2ccccc2NC(=O)[C@H]2CCCN(Cc3ccco3)C2)cc1

XYZ file:
```
55
C24H26N2O3 | OMol25 | wB97M-V/def2-TZVPD
C 1.8595 4.6751 1.1679
H 1.7422 5.6386 0.6748
O 0.6084 4.0399 1.0615
C 0.4623 2.7943 1.5906
C 1.4543 2.0865 2.2622
C 1.1931 0.8143 2.7415
C -0.0467 0.2148 2.5615
C -1.0421 0.9391 1.9020
C -0.7943 2.2074 1.4250
H -1.5602 2.7741 0.9190
H -2.0263 0.5068 1.7863
C -0.3045 -1.1505 3.0637
C -0.1455 -1.4299 4.4142
C -0.3996 -2.6949 4.9133
C -0.8124 -3.6990 4.0546
C -0.9591 -3.4494 2.7022
C -0.7036 -2.1806 2.1957
N -0.7859 -1.8768 0.8330
C -1.1392 -2.6640 -0.2164
O -1.4991 -3.8177 -0.1186
C -1.0697 -1.9851 -1.5856
C -2.4508 -2.0619 -2.2461
C -2.3566 -1.4901 -3.6545
C -1.7984 -0.0714 -3.6100
N -0.4911 -0.0672 -2.9792
C -0.5814 -0.5385 -1.6084
H 0.4220 -0.4683 -1.1788
H -1.2692 0.1088 -1.0270
C 0.1302 1.2505 -3.0496
C 1.5592 1.2179 -2.6238
C 2.1491 1.4607 -1.4161
C 3.5386 1.2646 -1.6054
C 3.6873 0.9172 -2.9116
O 2.4984 0.8882 -3.5326
H 4.5540 0.6788 -3.4956
H 4.3116 1.3664 -0.8713
H 1.6545 1.7443 -0.5091
H 0.0888 1.5772 -4.0917
H -0.4086 1.9863 -2.4245
H -1.6888 0.3127 -4.6272
H -2.5045 0.5871 -3.0691
H -3.3395 -1.4786 -4.1280
H -1.6905 -2.1110 -4.2547
H -2.7881 -3.0983 -2.2664
H -3.1669 -1.4827 -1.6564
H -0.3786 -2.5844 -2.1889
H -0.5071 -0.9281 0.6271
H -1.2671 -4.2307 2.0280
H -1.0171 -4.6879 4.4363
H -0.2783 -2.8933 5.9676
H 0.1656 -0.6352 5.0771
H 1.9732 0.2707 3.2540
H 2.4334 2.5126 2.4143
H 2.1413 4.8364 2.2133
H 2.6438 4.1038 0.6605
```

Record 5
A cluster of 9 separate species, C5H30N2O9 in total in a non-equilibrium geometry, computed with wB97M-V/def2-TZVPD.

Results
Molar mass in g/mol: 262.3
Net charge: +1
HOMO-LUMO gap (alpha / beta) in eV: 10.880 / 5.797
2S+1: 2
ΔE to the lowest compared entry with this formula, charge and spin in eV: 4.3615
Expectation value of S²: 0.755
Lowest unoccupied orbital energy (alpha / beta) in Eh: -0.112 / -0.297

XYZ file:
```
46
C5H30N2O9 | OMol25 | wB97M-V/def2-TZVPD
C 1.6475 -2.1427 0.4148
N 1.7633 -1.8180 1.8535
C 0.5523 -1.3701 -0.3808
C 1.1652 -0.1769 -1.1784
C 1.5358 -0.5701 -2.5857
N -0.6230 -1.1505 0.3845
C -1.8638 -0.7589 -0.2586
O -1.8614 0.5819 -0.6591
H 2.6400 -1.8846 0.0604
H 1.4190 -3.2000 0.3136
H 0.9318 -2.1639 2.3217
H 1.8224 -0.8119 1.9458
H 0.1990 -2.1185 -1.0968
H 1.9080 0.4450 -0.6871
H 0.4475 0.6405 -1.3049
H 0.7334 -0.4607 -3.3204
H 2.3266 0.0973 -2.9394
H 1.9069 -1.5788 -2.7867
H -0.4074 -0.9443 1.3637
H -2.0381 -1.3050 -1.1814
H -2.6651 -0.9643 0.4526
H -1.2548 1.2526 -0.3266
H 4.5258 1.3157 -0.2050
H 4.6768 0.2317 -1.1665
O 3.9671 0.7112 -0.7155
H -3.2245 2.0624 -0.1068
H -3.2758 2.2828 1.3765
O -3.0259 2.7322 0.5628
H -2.7279 -3.5882 -1.0037
H -1.5798 -3.6572 0.0257
O -2.3521 -4.1141 -0.2953
H -1.5735 2.1133 -3.3917
H -2.3471 0.8495 -3.5658
O -1.6263 1.3452 -3.9714
H -0.7013 -0.9072 3.2952
H -2.0550 -0.3259 3.0257
O -1.6475 -1.0636 3.4966
H -0.0425 0.5104 4.3187
H 1.3263 0.6676 3.5077
O 0.3824 0.5005 3.4524
H 1.4533 2.9987 -2.3900
H 1.6581 3.9449 -1.0663
O 1.0737 3.5699 -1.7239
H -0.6196 2.1172 2.0967
H -1.4917 3.2104 1.6092
O -1.0583 2.8948 2.4299
```

Record 6
A cluster of 12 separate species, C36H72F6O42P6 in total in a non-equilibrium geometry, computed with wB97M-V/def2-TZVPD.

Results
Molar mass in g/mol: 1476.8
HOMO-LUMO gap in eV: 10.816
2S+1: 1
ΔE to the lowest compared entry with this formula, charge and spin in eV: 1.8470
Lowest unoccupied orbital energy in Eh: 0.012
SMILES: O=C1OC[C@@H](F)O1.O=C1OC[C@@H](F)O1.O=C1OC[C@@H](F)O1.O=C1OC[C@@H](F)O1.O=C1OC[C@@H](F)O1.O=C1OC[C@@H](F)O1.COP(=O)(OC)OC.COP(=O)(OC)OC.COP(=O)(OC)OC.COP(=O)(OC)OC.COP(=O)(OC)OC.COP(=O)(OC)OC

XYZ file:
```
162
C36H72F6O42P6 | OMol25 | wB97M-V/def2-TZVPD
C 4.5187 0.9589 -0.5983
C 5.3164 2.0844 -0.0099
O 5.5087 1.6849 1.3283
C 4.9447 0.4621 1.5469
O 4.9050 -0.0504 2.6151
O 4.4697 -0.0952 0.4178
F 4.5095 3.1889 -0.1282
H 4.8401 0.5955 -1.5699
H 3.4563 1.1763 -0.6798
H 6.3130 2.2414 -0.4143
C 0.9994 4.9258 -3.7514
C 2.3889 5.0014 -3.1628
O 2.6498 3.6584 -2.7597
C 1.5966 2.8839 -3.0372
O 1.5552 1.7077 -2.8486
O 0.5551 3.5926 -3.5453
F 2.4270 5.7552 -2.0273
H 0.9874 5.1995 -4.8080
H 0.3737 5.6890 -3.2855
H 3.2357 5.2671 -3.7937
C -4.1160 3.7220 -1.3480
C -3.3596 2.7467 -0.4552
O -3.6828 3.3775 0.7660
C -4.9585 3.7349 0.7286
O -5.6756 3.8230 1.6731
O -5.3449 3.8145 -0.5994
F -2.0170 2.7970 -0.6192
H -4.1492 3.3475 -2.3704
H -3.6433 4.7050 -1.3794
H -3.6895 1.7134 -0.3399
C 3.5174 3.6733 4.5562
C 3.2025 4.2462 3.2040
O 3.0278 3.0600 2.4562
C 2.4993 2.1131 3.2865
O 2.0433 1.0689 2.9514
O 2.7047 2.4895 4.5462
F 4.2939 4.8738 2.6872
H 3.3548 4.2532 5.4576
H 4.5408 3.2911 4.4915
H 2.3142 4.8863 3.1863
C 3.0017 -1.1276 -4.0381
C 3.5049 -1.9027 -5.2364
O 4.7542 -2.3604 -4.7337
C 5.1202 -1.5959 -3.6906
O 6.1487 -1.6525 -3.0988
O 4.1994 -0.6315 -3.4835
F 3.9608 -1.0314 -6.2383
H 2.5201 -1.8917 -3.4173
H 2.2613 -0.3453 -4.1747
H 2.8706 -2.6346 -5.7122
C 0.2073 0.8963 -0.1285
C -0.7484 -0.2501 0.0934
O -0.1373 -1.3669 -0.5651
C 1.1733 -1.1619 -0.5400
O 2.0500 -1.8412 -0.9849
O 1.4128 0.1122 -0.1580
F -1.9319 -0.0592 -0.5721
H 0.2242 1.4686 0.7965
H -0.0118 1.4259 -1.0503
H -0.9867 -0.4977 1.1295
C -2.7932 1.3699 2.9807
O -2.5829 2.1729 4.2100
P -2.8587 1.5109 5.6614
O -3.6837 0.3140 5.6243
O -1.4345 1.2894 6.3566
C -0.3962 2.2234 6.1160
O -3.3868 2.7851 6.4771
C -4.7455 3.2257 6.3135
H -2.7871 0.3434 3.3269
H -2.0430 1.6738 2.2544
H -3.7519 1.7833 2.6791
H 0.3035 1.9075 5.3382
H 0.2651 2.2906 6.9836
H -0.8169 3.2108 5.9243
H -4.6478 4.2110 5.8584
H -5.3125 3.2499 7.2386
H -5.3067 2.6383 5.5850
C -1.7653 5.0414 2.8635
O -1.8639 6.2005 2.0256
P -0.5923 6.7248 1.2267
O 0.5748 7.1478 1.9966
O -0.1880 5.5802 0.1507
C 0.5356 4.4182 0.4966
O -1.2588 7.8008 0.2298
C -1.0012 9.1671 0.3807
H -0.7444 4.6645 2.9499
H -2.2544 4.2213 2.3395
H -2.2151 5.0910 3.8500
H 1.4137 4.6562 1.1044
H 0.8071 3.8428 -0.3798
H 0.0166 3.7658 1.2093
H -0.2118 9.5847 -0.2466
H -0.7183 9.4974 1.3869
H -1.8847 9.7925 0.2327
C -1.7691 -0.2186 -5.0521
O -3.0141 0.2177 -5.5961
P -4.3125 0.2111 -4.6804
O -4.3276 1.2574 -3.6485
O -5.3890 0.3589 -5.8758
C -6.6385 -0.3758 -5.8549
O -4.4454 -1.3235 -4.2129
C -4.3466 -1.6188 -2.8371
H -1.7424 -0.4532 -3.9828
H -0.9670 0.5035 -5.1896
H -1.5548 -1.1756 -5.5286
H -6.5046 -1.2333 -6.5068
H -7.3693 0.2892 -6.3142
H -6.9672 -0.5259 -4.8300
H -5.2494 -1.8550 -2.2752
H -3.7410 -0.9392 -2.2292
H -3.6938 -2.4957 -2.7357
C 0.6004 -6.9627 -5.3916
O 0.0118 -5.7180 -5.1542
P 0.9154 -4.3995 -5.1293
O 0.1729 -3.1580 -4.8014
O 2.1554 -4.7127 -4.1736
C 2.0629 -5.2013 -2.8439
O 1.6208 -4.4955 -6.5585
C 1.3310 -3.6964 -7.7036
H 0.1028 -7.5995 -6.1329
H 0.6302 -7.6852 -4.5696
H 1.6151 -6.9116 -5.7935
H 1.0115 -5.3773 -2.6070
H 2.4527 -4.4624 -2.1415
H 2.6241 -6.1078 -2.6154
H 0.4025 -3.1305 -7.7595
H 1.2790 -4.3220 -8.5980
H 2.2379 -3.1018 -7.8191
C -0.1114 -3.1847 2.4510
O -1.2032 -3.4658 3.3464
P -2.6867 -2.9763 3.0237
O -2.7749 -1.8041 2.1214
O -3.3815 -4.2507 2.3648
C -4.4685 -4.1863 1.4559
O -3.2506 -2.8043 4.5156
C -3.3680 -3.9407 5.3430
H 0.6236 -3.9491 2.6748
H 0.3125 -2.1795 2.5262
H -0.4868 -3.1810 1.4239
H -4.8988 -3.1879 1.3856
H -5.2194 -4.8332 1.9205
H -4.2882 -4.5981 0.4644
H -2.4572 -4.4271 5.6919
H -3.9257 -4.7409 4.8360
H -4.0584 -3.6603 6.1386
C 4.8690 -5.4008 4.5899
O 4.6035 -6.3457 3.5887
P 3.6269 -5.9775 2.3736
O 3.5245 -6.9345 1.2642
O 4.2128 -4.5846 1.9106
C 3.7566 -3.8927 0.7596
O 2.2255 -5.6143 3.1338
C 1.4067 -6.6848 3.6240
H 5.2433 -4.4192 4.2791
H 5.6759 -5.8005 5.2066
H 3.9516 -5.1852 5.1488
H 2.8964 -4.3823 0.3065
H 4.5126 -3.8909 -0.0348
H 3.6888 -2.8198 0.9329
H 1.2200 -7.3491 2.7746
H 0.4266 -6.3004 3.8935
H 1.9306 -7.2421 4.3982
```

Record 7
An isolated molecule of C4H4O, computed with wB97M-V/def2-TZVPD.

Results
Molar mass in g/mol: 68.1
HOMO-LUMO gap in eV: 9.337
2S+1: 1
ΔE to the lowest compared entry with this formula, charge and spin in eV: 6.0469
Lowest unoccupied orbital energy in Eh: 0.016

XYZ file:
```
9
C4H4O | OMol25 | wB97M-V/def2-TZVPD
C -1.8429 -0.9472 1.0755
C -0.9625 -0.4567 0.4213
C 0.0523 0.1704 -0.4079
C 1.8606 0.5256 -0.1196
O 1.2043 -0.6338 -0.5593
H -2.6081 -1.3983 1.6682
H -0.3130 0.5547 -1.3623
H 0.4418 1.0733 0.2331
H 1.9739 1.1445 -1.0548
```